This record from OMol25 describes 2 unconnected molecules or ions with the total composition C25H26F2N in a non-equilibrium geometry. The level of theory is the ωB97M-V functional and the def2-TZVPD basis.

Geometry (Å):
C 5.13275 3.30304 0.76542
C 3.80320 2.71052 0.48585
C 2.73277 3.48385 0.02518
F 2.96181 4.82690 -0.16095
C 1.46665 2.97735 -0.19257
C 1.19732 1.60731 0.13369
C -0.08513 0.99923 0.08863
C -1.30554 1.59302 0.45464
C -1.42292 2.96951 0.84215
C -2.67507 3.54055 0.88937
F -2.78415 4.88584 1.14164
C -3.85670 2.82599 0.69557
C -5.16999 3.50905 0.70308
C -3.75021 1.43841 0.50520
C -2.51651 0.83482 0.40488
C 2.31102 0.79930 0.51013
C 3.56660 1.34334 0.69611
H 5.83877 2.48143 0.91392
H 5.50705 3.94076 -0.04294
H 5.12247 3.90387 1.68436
H 0.67207 3.60912 -0.58873
H -0.10577 -0.04771 -0.20646
H -0.53609 3.55809 1.05497
H -5.94351 2.73971 0.65314
H -5.31782 4.10643 1.61026
H -5.29944 4.17639 -0.15916
H -4.66641 0.85526 0.41719
H -2.43872 -0.23629 0.22599
H 2.12536 -0.25884 0.71182
H 4.39809 0.71451 1.02838
C 1.61555 -4.31492 2.25237
C 2.51649 -3.58569 1.46598
C 2.09112 -3.01555 0.26153
C 0.75679 -3.14822 -0.13349
C 0.23707 -2.41248 -1.34748
C -0.15712 -3.26518 -2.56617
C -1.48915 -2.68381 -3.08124
C -1.96154 -1.65663 -2.05469
N -0.91972 -1.57811 -1.01474
C -0.11925 -3.95883 0.59740
C 0.30002 -4.50956 1.81214
H 1.93934 -4.72988 3.20736
H 3.54795 -3.44444 1.78668
H 2.77678 -2.44744 -0.37950
H 1.00268 -1.69885 -1.68113
H 0.62568 -3.18117 -3.32678
H -0.28027 -4.31727 -2.28711
H -1.35366 -2.20058 -4.05286
H -2.23996 -3.47263 -3.18001
H -2.07345 -0.65152 -2.49303
H -2.93402 -1.94423 -1.62409
H -1.30095 -1.75483 -0.08995
H -1.13582 -4.13606 0.22738
H -0.40646 -5.08286 2.41068

Cartesian forces (eV/Å) of the 3 atoms listed first:
0.672 -0.063 0.060
-0.472 -0.241 -0.028
-0.148 0.807 -0.008

Max |F|, eV/A: 1.7
HOMO level, eV: -11.403
Total charge: +1
HOMO-LUMO gap, eV: 5.84
E_LUMO, eV: -5.559
Energy above the lowest of the compared OMol25 structures with the same formula, charge and spin, kJ/mol: 4.4

Charges obtained by natural (NBO) population analysis, quoted in units of e: C -0.648; C 0.025; C 0.382; F -0.313; C -0.230; C -0.077; C 0.085; C -0.091; C -0.180; C 0.364; F -0.310; C 0.066; C -0.655; C -0.219; C -0.091; C -0.146; C -0.201; H 0.229; H 0.253; H 0.254; H 0.245; H 0.273; H 0.249; H 0.231; H 0.259; H 0.260; H 0.239; H 0.227; H 0.239; H 0.237; C -0.209; C -0.203; C -0.223; C -0.054; C -0.060; C -0.412; C -0.424; C -0.223; N -0.674; C -0.173; C -0.214; H 0.227; H 0.222; H 0.214; H 0.179; H 0.226; H 0.220; H 0.220; H 0.223; H 0.186; H 0.194; H 0.369; H 0.206; H 0.224